Density functional theory data (ωB97M-V/def2-TZVPD) for a structure of composition C23H49AsBF6MoO2Se4Si4Te2.

## Properties
Orbital gap (spin up / spin down): 5.61 / 5.51 eV
Total charge: 0
2S+1: 4
E_LUMO (spin up / spin down): -1.76 / -2.34 eV
Relative energy (zero: lowest compared OMol25 entry of this formula, charge and spin): 46.81 kcal/mol
E_HOMO (spin up / spin down): -7.38 / -7.85 eV

Positions of all 93 atoms, in Å:
Mo (0.359, -0.995, -0.757)
Se (2.701, -0.209, -0.396)
Te (4.019, -1.184, -2.329)
Te (2.281, -0.287, -4.160)
Se (0.251, -1.414, -3.161)
C (-0.345, 5.079, 2.130)
Se (-0.336, 4.218, 0.386)
C (1.096, 2.938, 0.740)
C (0.841, 1.933, 1.845)
Se (-0.243, 0.325, 1.527)
C (-2.064, 1.017, 1.453)
H (0.651, 5.447, 2.372)
H (-0.697, 4.408, 2.910)
H (-1.029, 5.922, 2.064)
H (1.994, 3.506, 0.992)
H (1.285, 2.452, -0.216)
H (0.377, 2.390, 2.719)
H (1.788, 1.503, 2.178)
H (-2.380, 1.189, 2.479)
H (-2.673, 0.246, 0.984)
H (-2.095, 1.930, 0.870)
C (-0.769, 6.539, -4.370)
C (-2.167, 6.065, -3.974)
C (-3.040, 6.034, -5.236)
C (-2.749, 7.074, -2.973)
C (-2.141, 4.677, -3.333)
C (-3.344, 4.096, -2.916)
C (-3.411, 2.846, -2.309)
C (-2.217, 2.189, -2.127)
O (-1.977, 0.973, -1.536)
B (-0.601, 0.786, -1.604)
O (0.011, 1.901, -2.186)
C (-1.022, 2.745, -2.533)
C (-0.947, 3.979, -3.138)
H (-0.836, 7.531, -4.820)
H (-0.310, 5.872, -5.102)
H (-0.108, 6.611, -3.504)
H (-3.064, 7.022, -5.702)
H (-4.067, 5.746, -5.008)
H (-2.645, 5.322, -5.962)
H (-2.775, 8.072, -3.416)
H (-2.139, 7.114, -2.069)
H (-3.766, 6.809, -2.681)
H (-4.270, 4.636, -3.069)
H (-4.350, 2.409, -1.998)
H (0.014, 4.380, -3.427)
C (3.760, -3.660, 3.690)
Si (3.534, -2.389, 2.316)
C (3.646, -0.705, 3.150)
C (4.951, -2.602, 1.095)
Si (1.418, -2.765, 1.327)
Si (-0.143, -2.970, 3.119)
C (-1.949, -2.681, 2.737)
C (0.379, -1.941, 4.603)
C (0.055, -4.784, 3.591)
Si (1.426, -4.761, -0.006)
C (2.630, -5.887, 0.905)
C (2.043, -4.512, -1.750)
C (-0.262, -5.572, -0.006)
H (4.693, -3.445, 4.218)
H (3.829, -4.675, 3.296)
H (2.954, -3.637, 4.426)
H (4.576, -0.653, 3.723)
H (2.819, -0.549, 3.845)
H (3.654, 0.110, 2.427)
H (5.807, -3.056, 1.600)
H (5.271, -1.638, 0.694)
H (4.680, -3.241, 0.253)
H (-2.166, -1.723, 2.269)
H (-2.510, -2.727, 3.675)
H (-2.333, -3.451, 2.072)
H (0.327, -0.872, 4.395)
H (1.391, -2.180, 4.932)
H (-0.300, -2.155, 5.434)
H (-0.331, -5.430, 2.803)
H (-0.531, -4.979, 4.495)
H (1.088, -5.069, 3.796)
H (3.649, -5.498, 0.903)
H (2.638, -6.858, 0.402)
H (2.326, -6.055, 1.940)
H (2.912, -3.854, -1.803)
H (1.265, -4.093, -2.387)
H (2.327, -5.487, -2.158)
H (-0.351, -6.274, 0.824)
H (-0.395, -6.133, -0.935)
H (-1.085, -4.860, 0.051)
F (-1.607, -1.834, -0.472)
As (-3.047, -2.622, -1.421)
F (-4.027, -1.466, -0.612)
F (-3.185, -3.687, -0.073)
F (-4.341, -3.354, -2.250)
F (-1.840, -3.666, -2.085)
F (-2.738, -1.504, -2.682)